# 1
Below is a cluster of 3 separate species, C12H27ClN4O3P in total at a distorted geometry, with properties calculated with wB97M-V/def2-TZVPD.

HOMO level (eV): -11.2495
Energy relative to the best compared isomer or geometry (same formula, charge and spin) (eV): 0.0000
LUMO energy (eV): -5.4
2S+1: 1
Total charge: +1

Atoms and positions in Å:
1 H 5.30899 1.27889 -3.35076
2 H -4.90323 -2.32749 3.67896
3 H -2.40616 -1.34012 1.13646
4 H -3.78365 -2.95931 -1.03573
5 H -3.86811 -3.91721 4.89448
6 Cl 0.32795 1.96508 -0.79461
7 C -3.18328 -4.21436 4.09561
8 H 5.29371 2.70008 -4.40432
9 H -1.75176 -1.84408 4.64419
10 O 0.96672 -0.93146 -1.23779
11 N -1.72307 -0.16185 -1.59376
12 C 4.66866 2.03455 -3.80578
13 H -1.36860 -2.20930 -1.43627
14 H -5.55847 -0.97398 -0.97922
15 H -4.65438 -2.24223 1.94272
16 H 2.62303 2.38574 -1.21500
17 C -4.47722 -0.79496 -1.12244
18 H 5.19982 4.55210 -2.74812
19 C 3.85909 2.81768 -2.77575
20 N -2.01680 -1.36425 2.07535
21 N 3.24727 1.87198 -1.83186
22 C -3.49305 -1.89794 -1.16173
23 C -2.15765 -1.41988 -1.40329
24 H 3.96250 4.54095 -1.50362
25 H -3.19579 -5.30064 4.01254
26 C -3.84387 0.51135 -1.32314
27 C -3.11439 -1.23078 3.04280
28 H 6.66105 1.82476 -1.80099
29 H 3.05502 3.32638 -3.31794
30 O 5.55904 3.40823 -1.05481
31 H -4.54764 1.37846 -1.30548
32 H -3.29869 -1.19630 5.20740
33 O -3.56533 -3.67214 2.83940
34 H 7.12979 3.43664 -2.43356
35 H -1.65077 -2.31166 2.16087
36 H 7.52768 2.95855 -0.77269
37 H -2.05685 -0.12285 4.56537
38 H 0.80157 -1.80225 -1.64322
39 C -2.52428 -1.10197 4.44371
40 H -3.64528 -0.29657 2.83038
41 H 3.98563 1.54498 -1.20976
42 C -4.13430 -2.37528 2.89878
43 H 3.99827 1.50720 -4.48851
44 P 0.03919 0.25555 -1.92605
45 N -2.57567 0.84088 -1.53355
46 H -2.16238 -3.91635 4.34142
47 C 4.66921 3.90174 -2.04214
48 C 6.77648 2.88341 -1.55856

Atomic partial charges in e from the natural (NBO) method, atoms 1 to 8: 0.206 0.179 0.318 0.285 0.177 -0.208 -0.253 0.212

=====

# 2
Below is a structure of composition C12H28BrHfO6 at a distorted geometry, with properties calculated with wB97M-V/def2-TZVPD.

HOMO level (eV): -16.9210
Energy relative to the best compared isomer or geometry (same formula, charge and spin) (eV): 0.1699
LUMO energy (eV): -15.0
2S+1: 1
Total charge: +3

Atoms and positions in Å:
1 H 0.57626 -3.23518 -2.34579
2 H -4.50617 -0.94451 4.94331
3 H -2.33391 1.32369 -2.56932
4 C -0.08628 -1.54757 -0.35342
5 Br 0.78706 0.79261 2.63420
6 H 1.97331 4.27399 -2.88171
7 O -0.62062 2.31764 -2.25482
8 H -3.63052 -3.61963 2.72495
9 H -1.31179 -3.39295 2.15028
10 O 4.30509 1.25458 -1.23724
11 H -0.43802 4.24067 -3.02695
12 H -3.76066 -2.39660 5.55357
13 C 0.00427 3.57469 -2.28464
14 H -2.55465 2.76933 -1.63791
15 H 1.94088 0.93448 -1.78990
16 H 5.75061 2.32789 -0.29721
17 C -2.01739 2.36310 -2.50921
18 C 5.64948 1.35257 -0.79046
19 H -0.87227 0.21523 0.46942
20 H 1.56236 2.60804 -3.28853
21 H -5.01511 -2.47413 4.24331
22 H 3.22657 0.18094 0.07970
23 H 0.74626 -1.61205 0.36285
24 O -1.50145 -1.31870 1.68248
25 C 1.50944 3.36888 -2.49497
26 Hf -1.40310 -0.28197 3.91279
27 C 3.30751 1.22873 -0.25397
28 H -3.99160 -2.08469 1.82436
29 H 6.25417 1.32143 -1.69233
30 C -1.20731 -0.81621 0.35046
31 O -3.04092 -1.81440 3.67949
32 H 0.16006 -0.98595 -1.26250
33 C 0.54984 -3.59487 -1.31456
34 O 2.27226 2.92613 -1.42660
35 C -4.16449 -1.94165 4.65144
36 H -2.11399 -0.71155 -0.25016
37 H -0.20452 3.99982 -1.28848
38 C 2.02357 1.62218 -0.94639
39 O -0.50209 -2.84084 -0.67246
40 C -2.00078 -2.66973 1.70962
41 H -2.24912 -3.05958 0.72493
42 H 0.25502 -4.63801 -1.32021
43 H -2.27320 2.95021 -3.39128
44 H 1.50693 -3.45537 -0.81234
45 H 1.25067 1.63534 -0.16695
46 C -3.30243 -2.61173 2.48533
47 H 5.96103 0.51029 -0.15955
48 H 3.52972 1.95542 0.53735

Atomic partial charges in e from the natural (NBO) method, atoms 1 to 8: 0.196 0.218 0.204 -0.098 -0.390 0.255 -0.455 0.256

=====

# 3
Below is a structure of composition C33H38FN4O5S4Sn, with properties calculated with wB97M-V/def2-TZVPD.

HOMO level (eV): -15.6003
Energy relative to the best compared isomer or geometry (same formula, charge and spin) (eV): 0.0000
LUMO energy (eV): -8.0
2S+1: 1
Total charge: +3

Atoms and positions in Å:
1 O -0.31980 0.46670 1.05094
2 H -4.71320 -1.57301 5.38299
3 H -4.09483 0.80726 4.95976
4 H 6.34489 -1.00418 -0.86776
5 H -2.96292 4.09111 3.87419
6 C -1.98057 -1.35461 5.29995
7 N -2.61120 -1.47100 0.59073
8 C 1.63168 1.22646 -1.90896
9 C 6.42292 0.57078 -4.23652
10 H -1.71021 -3.65240 -2.89513
11 C 5.83725 0.99395 -2.88691
12 H 6.63656 1.27615 -2.19306
13 N 6.66896 -0.91964 -4.20019
14 N 5.06147 -0.11278 -2.33967
15 C -4.58701 -1.21498 4.36170
16 C -3.85105 -2.10058 0.69147
17 O -4.64872 -1.83154 1.56807
18 C -3.96597 -3.06074 -0.42477
19 C -4.28658 2.68703 2.94970
20 S -1.52928 2.34822 3.14321
21 H 0.96244 0.75788 -4.97511
22 C -0.49825 -1.53740 5.01437
23 O -2.81074 3.15017 -0.99940
24 O -2.85041 1.57336 0.54918
25 O -0.87081 -1.51024 -0.95748
26 H 5.35222 -2.11515 -1.81187
27 H 7.43259 -2.39272 -2.88352
28 C -2.27210 2.23132 -0.44153
29 H 1.81452 3.47260 -3.72120
30 H -0.28077 -2.58730 4.81510
31 H 7.95632 -0.73671 -2.56926
32 C 1.21093 1.80533 -5.08403
33 H 7.37461 1.05799 -4.43916
34 C 3.37358 -0.41372 -0.54346
35 F 4.21296 -1.19462 0.15672
36 H -2.29553 -2.06367 6.06656
37 C -3.07559 3.00850 3.82578
38 H 5.80315 -1.40454 -4.44167
39 Sn -2.22937 0.12925 1.83484
40 S -4.61542 0.93718 2.62328
41 H 1.22133 0.79993 5.07098
42 H 2.00284 2.02459 -5.78651
43 N 0.73318 2.03950 -2.59141
44 H -0.89970 2.37415 -4.76651
45 H -1.22507 1.45816 5.35844
46 C 2.89582 0.94720 -2.44140
47 C -1.93437 -1.92049 -0.57156
48 H -5.56495 -5.41327 -2.19263
49 C 2.14500 -0.16554 -0.01468
50 H 5.21836 1.87504 -3.02493
51 H -3.52234 -5.24475 -3.52582
52 C -2.80787 -2.96013 -1.18124
53 H -3.19135 2.64092 4.84420
54 C -0.05280 0.95937 -0.11933
55 C 1.10943 2.66223 -3.85554
56 H 0.10073 3.69147 -5.52366
57 C 0.57229 0.96730 4.21129
58 S -2.94217 -1.71688 3.80646
59 S 0.09441 -0.65169 3.55109
60 C 1.24441 0.67821 -0.67920
61 H -5.80946 0.52938 4.63643
62 H -5.28456 -1.74159 3.71779
63 H 1.18264 1.42334 3.43081
64 C -2.61340 -3.73265 -2.30593
65 C -0.45222 2.30577 -2.05685
66 H 3.15577 1.35312 -3.40721
67 H -5.88604 -3.99773 -0.16534
68 H -5.18149 3.09236 3.42360
69 C -0.90093 1.79007 -0.85592
70 C 3.80066 0.13638 -1.77605
71 H 5.74251 0.75893 -5.06422
72 C -3.63193 -4.61906 -2.65045
73 H 0.09868 -1.24487 5.87865
74 H 7.36445 -1.18003 -4.90103
75 H 1.87276 -0.61850 0.92834
76 C -0.57040 1.89967 4.60995
77 H -1.09591 2.97997 -2.60524
78 C -4.79513 -4.71589 -1.89180
79 H -0.15628 2.82176 5.01947
80 H -4.19935 3.12953 1.95807
81 C -4.79760 0.29251 4.30684
82 C 0.08567 2.78406 -4.93855
83 C 5.92779 -1.19280 -1.85936
84 H -2.20921 -0.35038 5.65159
85 C 7.10262 -1.35807 -2.83241
86 C -4.98350 -3.93027 -0.75712

Atomic partial charges in e from the Löwdin method, atoms 1 to 8: -0.250 0.109 0.069 0.137 0.107 -0.464 0.004 -0.089

=====

# 4
Below is a cluster of 2 separate species, C4H9O3 in total at a distorted geometry, with properties calculated with wB97M-V/def2-TZVPD.

HOMO level (eV): -3.9037
Energy relative to the best compared isomer or geometry (same formula, charge and spin) (eV): 1.5057
LUMO energy (eV): 3.9
2S+1: 1
Total charge: -1

Atoms and positions in Å:
1 O 1.65878 1.07324 1.53664
2 H -1.03776 1.65150 -1.72099
3 H 2.54742 0.56000 -0.15315
4 H 1.44937 0.82512 2.43048
5 C -1.13019 -1.40601 0.09350
6 C -0.65261 0.80509 -1.14203
7 C 2.03427 0.01879 0.64467
8 C -1.74781 -0.02194 -0.44920
9 H 2.65899 -0.68752 1.19385
10 O -1.57533 -2.35844 -0.59395
11 H -2.35277 -0.44553 -1.23376
12 H -2.45611 0.46605 0.22217
13 O -0.34227 -1.43918 1.05855
14 H -0.10293 1.30520 -0.33976
15 H -0.10802 0.13694 -1.78951
16 H 1.15696 -0.48329 0.24249

Atomic partial charges in e from the natural (NBO) method, atoms 1 to 8: -0.767 0.176 0.148 0.468 0.771 -0.622 -0.251 -0.530

=====

# 5
Below is the molecule C2H2O2 at a distorted geometry, with properties calculated with wB97M-V/def2-TZVPD.

HOMO level (eV): -10.0737
Energy relative to the best compared isomer or geometry (same formula, charge and spin) (eV): 1.6476
LUMO energy (eV): -0.6
2S+1: 1
SMILES string: O=CC=O

Atoms and positions in Å:
1 C -0.06900 -0.82681 -0.03018
2 H -1.13599 -1.26944 0.21606
3 H -0.89877 1.41960 0.00696
4 O 1.09442 -1.10256 -0.08735
5 O 1.08955 1.03538 0.00192
6 C -0.08020 0.74382 -0.10741

Need the natural (NBO) charges? In units of e they are: 0.315 0.140 0.137 -0.423 -0.438 0.269

=====

# 6
Below is a structure of composition C22H45Cl8Cu2NO4S at a distorted geometry, with properties calculated with wB97M-V/def2-TZVPD.

HOMO level (eV): -6.9705
LUMO energy (eV): -1.2
2S+1: 1

Atoms and positions in Å:
1 Cl -4.41001 -1.20878 2.24010
2 C -5.08889 -1.65095 -1.26747
3 C -6.23118 -1.08701 -0.44388
4 C -2.06689 -1.22931 3.65011
5 O -0.39388 0.52613 -0.18210
6 C 3.84120 3.60029 -1.52480
7 C 4.80659 -0.86965 -1.98647
8 C -1.49731 -3.29800 -3.10105
9 H 4.48537 4.37208 -1.10398
10 Cl -3.30724 -4.23801 -4.87195
11 H 3.89519 3.61533 -2.61444
12 H 4.85379 2.77740 0.80489
13 H -0.50927 -2.91620 -2.84983
14 Cl -2.80036 -0.70130 5.17833
15 H -6.03834 -0.07723 -0.08912
16 H -1.00503 -4.52477 -4.92011
17 C 1.50683 -3.21900 0.71977
18 H -3.67630 1.38801 2.35215
19 H -1.90974 2.64476 2.83518
20 H -1.42722 4.96400 2.51284
21 H 5.46262 0.29180 0.86623
22 H -6.29176 -1.73598 0.42759
23 H 3.66689 -3.02919 0.31139
24 H 3.20916 2.38616 0.89983
25 H -1.91180 -0.79382 -0.61793
26 C -2.34284 4.52963 2.11691
27 H 4.14770 0.44516 1.93224
28 C 3.52066 -0.29441 -1.39983
29 C -1.64443 -3.72996 -4.54921
30 H 2.46486 -2.24856 -1.50981
31 C -3.62145 2.29655 1.75780
32 H -5.42949 -2.51139 -1.84146
33 H 5.76293 -0.61829 -1.52746
34 O -5.41372 2.82937 3.66382
35 H -2.28474 -2.58455 -2.86402
36 C 3.58429 -0.42564 0.12468
37 C 4.41191 0.59372 0.88157
38 H 3.94868 -1.43839 0.32688
39 C -2.26172 3.00663 1.86008
40 H -1.58431 -2.83606 -5.16900
41 H 1.38857 -0.90611 -1.52794
42 C -2.94759 -2.08386 2.77465
43 H -0.95435 -1.17785 0.81525
44 C -3.59011 4.72011 3.00833
45 H -2.43436 -2.27175 1.83350
46 Cu -0.04297 1.02037 -2.42453
47 H 4.88888 -0.65718 -3.05276
48 H -3.87760 2.03699 0.73078
49 H -4.09392 5.68270 2.99996
50 Cl -1.70686 -4.57013 -1.89888
51 H 2.35030 -1.28903 -2.96112
52 H 1.24794 -3.64160 -0.25011
53 O -5.66003 4.08761 1.48907
54 Cu 1.60365 1.59673 0.16298
55 C 2.37756 -1.22146 -1.87191
56 H 5.80447 1.92844 -2.62275
57 Cl 3.33959 -5.18485 1.18617
58 H 4.78481 -1.95866 -1.87067
59 C -1.41282 -0.35560 0.25006
60 H 6.26794 2.97265 -1.28860
61 H -3.20970 -3.00999 3.27943
62 O 2.09613 1.56492 -2.12490
63 H -1.75226 -0.32341 3.13011
64 S -4.81888 3.44015 2.49469
65 C 5.70585 2.07460 -1.54549
66 H 2.84804 3.92182 -1.20431
67 C 4.23015 2.17738 -1.13244
68 H -2.56296 5.16858 1.25656
69 H -2.16817 0.09728 0.90211
70 H 2.57147 -0.35264 0.55762
71 N 3.39295 1.13395 -1.71218
72 H -3.33963 4.50152 4.04866
73 H 6.27649 1.24766 -1.12055
74 H 1.33878 -2.14227 0.67882
75 C 2.97392 -3.45899 1.03042
76 H -1.12278 -1.75515 3.80271
77 H 3.20716 -3.02851 2.00470
78 H -4.36345 -2.10337 -0.58819
79 Cl 0.37747 -3.89549 1.89203
80 C 4.14517 2.03913 0.41589
81 Cl -7.72208 -1.17796 -1.38550
82 Cl -4.35408 -0.47263 -2.36682
83 H -1.50338 2.62530 1.17666

Atomic partial charges in e from the Löwdin method, atoms 1 to 8: 0.652 -0.693 -0.714 -0.688 -0.409 -0.041 -0.032 -0.685

=====

no.,Kohn-Sham gap (eV)
1,5.87
2,1.96
3,7.56
4,7.79
5,9.52
6,5.76